[1]
This record from OMol25 describes a structure of composition C49H36CoN13OS. The level of theory is the ωB97M-V functional and the def2-TZVPD basis.

Element x y z (Å)
1 Co -0.419 0.820 0.801
2 C -5.785 1.347 4.698
3 C -5.248 0.179 5.393
4 C -4.032 -0.275 5.130
5 C -3.227 0.448 4.200
6 C -1.857 0.312 3.512
7 N -1.799 1.038 2.381
8 C -2.784 2.013 2.468
9 N -2.958 3.104 1.796
10 C -2.136 3.474 0.749
11 C -2.345 4.482 -0.072
12 C -3.060 5.630 0.078
13 C -3.024 6.698 -0.813
14 C -2.305 6.456 -2.060
15 C -1.655 5.314 -2.234
16 C -1.648 4.309 -1.269
17 C -1.048 3.008 -1.200
18 N -0.227 2.447 -2.225
19 C 0.352 1.340 -2.110
20 N 0.585 0.592 -0.854
21 C 1.185 -0.606 -1.323
22 N 2.492 -0.732 0.583
23 C 1.757 -0.984 1.752
24 N 0.540 -0.440 1.941
25 C 0.204 -0.791 3.261
26 N -0.941 -0.538 4.009
27 C 1.324 -1.466 3.893
28 C 1.567 -2.066 5.121
29 C 2.888 -2.506 5.295
30 C 3.880 -2.272 4.404
31 C 3.622 -1.795 3.145
32 C 2.368 -1.273 2.963
33 C 1.355 -0.647 -2.678
34 C 2.038 -1.550 -3.456
35 C 2.248 -1.293 -4.797
36 C 1.608 -0.219 -5.345
37 C 0.931 0.790 -4.577
38 C 0.926 0.576 -3.181
39 N -1.266 2.433 0.071
40 C -3.747 1.520 3.607
41 C -5.056 1.974 3.794
42 H -6.779 1.592 4.927
43 H -5.823 -0.314 6.145
44 H -3.591 -1.199 5.559
45 H -3.643 5.724 1.009
46 H -3.620 7.610 -0.649
47 H -2.444 7.144 -2.862
48 H -1.254 5.221 -3.246
49 H 0.787 -2.259 5.818
50 H 3.261 -3.003 6.211
51 H 4.865 -2.701 4.653
52 H 4.257 -1.922 2.329
53 H 2.359 -2.468 -2.984
54 H 2.640 -1.925 -5.582
55 H 1.649 -0.129 -6.509
56 H 0.589 1.751 -5.048
57 H -5.236 2.867 3.083
58 S -0.665 -2.707 -1.511
59 C 0.817 -3.344 -1.095
60 N 1.008 -4.699 -1.342
61 N 1.788 -5.413 -0.590
62 C 1.806 -5.375 0.858
63 C 2.845 -5.891 1.542
64 C 2.862 -5.733 2.920
65 C 1.783 -5.191 3.579
66 C 0.645 -4.851 2.786
67 C 0.597 -4.915 1.453
68 N 1.966 -2.741 -0.671
69 N 1.914 -1.343 -0.499
70 C 3.433 0.405 0.446
71 C 3.243 1.460 1.355
72 C 3.954 2.587 1.135
73 C 4.807 2.704 0.003
74 C 4.859 1.724 -0.902
75 C 4.242 0.517 -0.706
76 H 2.366 -6.160 -0.962
77 H 3.719 -6.269 0.951
78 H 3.761 -5.936 3.509
79 H 1.742 -4.972 4.694
80 H -0.197 -4.355 3.254
81 H -0.190 -4.549 0.845
82 H 2.491 1.457 2.173
83 H 3.818 3.373 1.931
84 H 5.338 3.620 -0.138
85 H 5.336 1.872 -1.928
86 H 4.075 -0.191 -1.442
87 C -2.416 -0.167 -3.525
88 N -2.422 0.087 -4.945
89 C -1.891 -0.860 -5.858
90 C -2.686 1.367 -5.436
91 C -3.156 2.356 -4.463
92 O -2.466 1.639 -6.635
93 H -2.201 -1.230 -3.333
94 H -3.435 -0.115 -3.101
95 H -1.717 0.419 -3.035
96 H -2.477 -1.778 -5.755
97 H -0.819 -1.107 -5.704
98 H -2.007 -0.410 -6.824
99 H -3.719 1.955 -3.603
100 H -3.762 3.025 -5.070
101 H -2.303 2.894 -4.068

## Properties
relative energy (zero: lowest compared OMol25 entry of this formula, charge and spin) = 51.0 kcal per mole
2S+1 = 4
charge = -1
HOMO (alpha / beta) = -3.4 / -4.5 eV
gap between HOMO and LUMO (alpha / beta) = 5.16 / 4.57 eV

Atomic partial charges in e from the Löwdin method, atoms 1 to 99: atom 1 (Co): 0.3683, atom 2 (C): -0.0790, atom 3 (C): -0.0844, atom 4 (C): -0.0448, atom 5 (C): -0.0829, atom 6 (C): -0.2566, atom 7 (N): 0.0869, atom 8 (C): -0.2311, atom 9 (N): 0.1770, atom 10 (C): -0.1846, atom 11 (C): -0.2184, atom 12 (C): -0.0350, atom 13 (C): -0.0473, atom 14 (C): -0.0980, atom 15 (C): -0.0604, atom 16 (C): -0.1074, atom 17 (C): -0.1840, atom 18 (N): 0.1873, atom 19 (C): -0.2953, atom 20 (N): 0.1175, atom 21 (C): -0.3197, atom 22 (N): 0.0439, atom 23 (C): -0.2406, atom 24 (N): 0.1149, atom 25 (C): -0.1991, atom 26 (N): 0.1719, atom 27 (C): -0.1077, atom 28 (C): -0.0068, atom 29 (C): -0.1275, atom 30 (C): -0.1144, atom 31 (C): 0.0047, atom 32 (C): -0.1459, atom 33 (C): -0.1952, atom 34 (C): -0.0032, atom 35 (C): -0.0891, atom 36 (C): -0.1161, atom 37 (C): 0.0165, atom 38 (C): -0.1110, atom 39 (N): 0.1011, atom 40 (C): -0.1220, atom 41 (C): -0.0527, atom 42 (H): 0.0803, atom 43 (H): 0.0906, atom 44 (H): 0.1232, atom 45 (H): 0.1184, atom 46 (H): 0.0959, atom 47 (H): 0.0884, atom 48 (H): 0.1185, atom 49 (H): 0.1019, atom 50 (H): 0.1101, atom 51 (H): 0.1108, atom 52 (H): 0.1047, atom 53 (H): 0.1032, atom 54 (H): 0.1027, atom 55 (H): 0.1352, atom 56 (H): 0.1313, atom 57 (H): 0.1439, atom 58 (S): 0.6608, atom 59 (C): -0.9364, atom 60 (N): -0.0048, atom 61 (N): -0.0040, atom 62 (C): -0.2276, atom 63 (C): -0.0598, atom 64 (C): -0.1093, atom 65 (C): -0.0877, atom 66 (C): -0.0892, atom 67 (C): -0.0192, atom 68 (N): 0.0938, atom 69 (N): -0.0741, atom 70 (C): -0.1199, atom 71 (C): -0.0397, atom 72 (C): -0.0797, atom 73 (C): -0.1106, atom 74 (C): -0.1268, atom 75 (C): -0.0103, atom 76 (H): 0.1393, atom 77 (H): 0.1271, atom 78 (H): 0.1042, atom 79 (H): 0.1159, atom 80 (H): 0.1070, atom 81 (H): 0.0852, atom 82 (H): 0.1283, atom 83 (H): 0.1228, atom 84 (H): 0.0902, atom 85 (H): 0.1338, atom 86 (H): 0.0873, atom 87 (C): -0.0568, atom 88 (N): -0.1496, atom 89 (C): -0.0605, atom 90 (C): -0.4890, atom 91 (C): -0.0025, atom 92 (O): -0.0129, atom 93 (H): 0.0504, atom 94 (H): 0.1012, atom 95 (H): 0.0418, atom 96 (H): 0.0931, atom 97 (H): 0.0826, atom 98 (H): 0.0710, atom 99 (H): 0.0870


[2]
This record from OMol25 describes a structure of composition C49H36F4N9S2Zr. The level of theory is the ωB97M-V functional and the def2-TZVPD basis.

Element x y z (Å)
1 Zr -0.212 0.554 0.316
2 C -2.015 1.721 3.805
3 N -1.185 2.529 2.915
4 C -1.735 3.879 2.859
5 C 0.177 2.606 3.425
6 C 0.957 1.275 3.328
7 N 0.329 0.310 2.431
8 C 0.134 -0.925 2.940
9 C -0.844 -1.775 2.368
10 F -1.508 -1.290 1.242
11 C -1.128 -3.055 2.787
12 F -2.040 -3.767 2.109
13 C -0.496 -3.604 3.888
14 C 0.502 -2.833 4.467
15 F 1.196 -3.346 5.488
16 C 0.834 -1.572 4.001
17 F 1.948 -1.001 4.526
18 H -1.986 2.097 4.838
19 H -1.672 0.688 3.798
20 H -3.044 1.742 3.451
21 H -1.707 4.374 3.839
22 H -2.771 3.838 2.534
23 H -1.172 4.483 2.149
24 H 0.169 2.931 4.481
25 H 0.691 3.381 2.858
26 H 1.009 0.875 4.342
27 H 1.989 1.494 3.012
28 H -0.741 -4.583 4.256
29 N -1.963 -8.750 -4.108
30 C -1.779 -7.748 -3.583
31 C -1.541 -6.501 -2.957
32 C -1.101 -5.426 -3.733
33 C -0.863 -4.207 -3.135
34 C -1.034 -4.046 -1.759
35 C -1.473 -5.122 -0.990
36 C -1.738 -6.340 -1.586
37 C -0.715 -2.726 -1.177
38 C -1.493 -1.652 -1.628
39 C -2.662 -1.783 -2.430
40 C -3.056 -0.510 -2.766
41 C -2.127 0.355 -2.171
42 N -1.197 -0.302 -1.466
43 C 0.385 -2.648 -0.316
44 C 1.194 -3.736 0.114
45 C 2.157 -3.208 0.940
46 C 1.924 -1.824 0.974
47 N 0.865 -1.474 0.242
48 H -0.955 -5.556 -4.794
49 H -0.531 -3.368 -3.730
50 H -1.633 -4.992 0.069
51 H -2.095 -7.171 -0.996
52 H -3.141 -2.703 -2.698
53 H -3.899 -0.224 -3.364
54 H -2.097 1.425 -2.295
55 H 1.064 -4.763 -0.159
56 H 2.930 -3.735 1.464
57 H 2.513 -1.091 1.512
58 S -1.286 4.986 -0.814
59 C 0.139 4.737 -1.778
60 C 0.889 5.682 -2.460
61 C 1.946 5.241 -3.229
62 C 2.206 3.877 -3.357
63 C 1.463 2.937 -2.675
64 C 0.445 3.362 -1.823
65 N -0.375 2.568 -1.056
66 C -1.357 3.259 -0.529
67 C -2.488 2.632 0.111
68 C -3.723 3.291 0.112
69 C -4.842 2.647 0.590
70 C -4.717 1.352 1.072
71 C -3.482 0.718 1.087
72 C -2.305 1.322 0.622
73 H 0.644 6.729 -2.391
74 H 2.555 5.956 -3.760
75 H 2.996 3.548 -4.011
76 H 1.627 1.884 -2.821
77 H -3.801 4.292 -0.292
78 H -5.802 3.138 0.582
79 H -5.585 0.834 1.449
80 H -3.465 -0.287 1.490
81 N 4.207 0.550 -0.560
82 C 3.853 -0.402 -1.485
83 C 4.591 -1.328 -2.206
84 C 3.906 -2.076 -3.139
85 C 2.532 -1.913 -3.349
86 C 1.786 -1.021 -2.609
87 C 2.457 -0.271 -1.645
88 N 1.993 0.707 -0.792
89 C 3.064 1.190 -0.188
90 C 3.003 2.427 0.548
91 C 4.045 3.220 0.963
92 S 3.470 4.755 1.451
93 C 1.871 4.229 1.069
94 N 1.771 3.016 0.645
95 H 5.143 0.733 -0.242
96 H 5.651 -1.443 -2.044
97 H 4.445 -2.796 -3.736
98 H 2.050 -2.495 -4.118
99 H 0.726 -0.886 -2.773
100 H 5.092 2.995 0.990
101 H 1.044 4.905 1.171

## Properties
relative energy (zero: lowest compared OMol25 entry of this formula, charge and spin) = 44.8 kcal per mole
2S+1 = 1
charge = +1
HOMO = -10.1 eV
gap between HOMO and LUMO = 6.64 eV

Atomic partial charges in e from the Löwdin method, atoms 1 to 99: atom 1 (Zr): 1.8830, atom 2 (C): -0.0656, atom 3 (N): -0.2623, atom 4 (C): -0.0845, atom 5 (C): -0.1949, atom 6 (C): -0.1767, atom 7 (N): -0.1407, atom 8 (C): -0.2425, atom 9 (C): -0.1223, atom 10 (F): -0.0236, atom 11 (C): -0.2110, atom 12 (F): 0.0971, atom 13 (C): 0.0848, atom 14 (C): -0.2052, atom 15 (F): 0.1099, atom 16 (C): -0.1309, atom 17 (F): 0.0694, atom 18 (H): 0.1014, atom 19 (H): 0.0785, atom 20 (H): 0.0805, atom 21 (H): 0.0996, atom 22 (H): 0.0824, atom 23 (H): 0.0585, atom 24 (H): 0.1276, atom 25 (H): 0.0671, atom 26 (H): 0.1134, atom 27 (H): 0.1084, atom 28 (H): 0.1387, atom 29 (N): 0.1782, atom 30 (C): -0.1848, atom 31 (C): -0.2220, atom 32 (C): 0.0003, atom 33 (C): -0.0104, atom 34 (C): -0.1821, atom 35 (C): -0.0022, atom 36 (C): 0.0040, atom 37 (C): -0.0478, atom 38 (C): -0.2656, atom 39 (C): 0.0163, atom 40 (C): -0.0277, atom 41 (C): -0.1296, atom 42 (N): -0.0951, atom 43 (C): -0.2573, atom 44 (C): 0.0224, atom 45 (C): -0.0262, atom 46 (C): -0.1488, atom 47 (N): -0.0834, atom 48 (H): 0.1258, atom 49 (H): 0.1211, atom 50 (H): 0.1114, atom 51 (H): 0.1264, atom 52 (H): 0.1212, atom 53 (H): 0.1051, atom 54 (H): 0.1091, atom 55 (H): 0.1159, atom 56 (H): 0.1067, atom 57 (H): 0.1230, atom 58 (S): 1.1472, atom 59 (C): -0.4601, atom 60 (C): -0.0788, atom 61 (C): -0.0694, atom 62 (C): -0.0579, atom 63 (C): -0.0103, atom 64 (C): -0.3168, atom 65 (N): -0.0207, atom 66 (C): -0.5281, atom 67 (C): -0.3171, atom 68 (C): -0.0618, atom 69 (C): -0.0668, atom 70 (C): -0.0625, atom 71 (C): -0.1132, atom 72 (C): -0.2143, atom 73 (H): 0.1130, atom 74 (H): 0.1101, atom 75 (H): 0.1091, atom 76 (H): 0.0970, atom 77 (H): 0.0925, atom 78 (H): 0.1090, atom 79 (H): 0.1100, atom 80 (H): 0.0968, atom 81 (N): 0.2075, atom 82 (C): -0.1763, atom 83 (C): -0.0025, atom 84 (C): -0.0635, atom 85 (C): -0.0575, atom 86 (C): -0.0117, atom 87 (C): -0.2463, atom 88 (N): 0.0509, atom 89 (C): -0.2590, atom 90 (C): -0.3141, atom 91 (C): -0.3121, atom 92 (S): 1.0971, atom 93 (C): -0.4540, atom 94 (N): 0.0358, atom 95 (H): 0.1731, atom 96 (H): 0.1154, atom 97 (H): 0.1105, atom 98 (H): 0.1046, atom 99 (H): 0.1011


| no. | maximum force (eV Å⁻¹) | E_tot (a.u.) |
| --- | --- | --- |
| 1 | 8.7 | -4456.70019 |
| 2 | 2.2 | -3624.44724 |